This record from the Open Molecules 2025 dataset describes a structure of composition C8H3BeBrF9N2O4S3. The level of theory is the ωB97M-V functional and the def2-TZVPD basis.

Structure (XYZ):
```
31
Properties=species:S:1:pos:R:3:nbo_charge:R:1
Be 1.609 -0.105 1.025 1.471
F -1.700 1.298 4.705 -0.308
C -0.687 1.574 3.890 0.740
F 0.219 2.288 4.548 -0.305
F -1.128 2.268 2.858 -0.289
S 0.098 0.001 3.354 2.240
O 1.319 0.431 2.643 -1.034
O 0.295 -0.755 4.549 -0.895
N -1.022 -0.531 2.380 -1.192
S -0.640 -1.535 1.228 2.258
O -1.518 -1.544 0.113 -0.868
O 0.828 -1.593 1.019 -1.049
C -0.933 -3.177 2.037 0.725
F -1.052 -4.118 1.104 -0.311
F -2.057 -3.138 2.746 -0.310
F 0.072 -3.495 2.843 -0.304
F -1.303 3.054 -1.684 -0.305
C -0.740 2.664 -2.820 0.982
F -1.724 2.689 -3.757 -0.346
F 0.123 3.643 -3.187 -0.338
C -0.066 1.321 -2.794 -0.245
C 0.113 0.721 -4.031 -0.125
C 0.767 -0.491 -4.131 -0.318
C 1.224 -1.058 -2.952 0.075
N 1.068 -0.502 -1.762 -0.466
C 0.449 0.685 -1.638 0.115
S 0.340 1.324 -0.022 -0.451
H -0.268 1.214 -4.916 0.217
H 0.914 -0.979 -5.086 0.209
H 1.750 -2.008 -2.959 0.187
Br 3.650 -0.146 0.697 -0.761
```

Summary:
E_HOMO: -5.0 eV
Charge: -1
HOMO-LUMO gap: 7.86 eV
ΔE to the lowest compared entry with this formula, charge and spin: 0.0 kcal per mole

This record from the Open Molecules 2025 dataset describes a cluster of 13 separate species, C8H42N8O15 in total. The level of theory is the ωB97M-V functional and the def2-TZVPD basis.

Structure (XYZ):
```
73
Properties=species:S:1:pos:R:3:mulliken_charge:R:1
C 4.976 -2.626 -1.405 -0.430
C 5.098 -1.152 -1.991 -0.321
O 6.500 -0.785 -1.887 -0.514
O 5.557 -3.661 -2.123 -0.528
H 4.021 -2.888 -0.950 0.399
H 5.506 -2.635 -0.453 0.271
H 4.528 -0.398 -1.448 0.290
H 4.741 -1.231 -3.018 0.204
H 6.511 -0.206 -1.121 0.312
H 6.493 -3.466 -2.218 0.315
C -0.411 -3.245 -7.407 -0.371
C 0.340 -2.746 -6.098 -0.433
O 0.300 -1.374 -6.100 -0.495
O -1.787 -3.054 -7.461 -0.532
H -0.219 -4.281 -7.685 0.351
H -0.066 -2.796 -8.339 0.288
H 1.408 -2.936 -6.206 0.278
H 0.134 -3.298 -5.181 0.281
H -0.553 -1.076 -5.774 0.315
H -2.125 -3.350 -8.309 0.317
C 3.228 -1.483 8.834 0.657
O 4.449 -1.794 8.871 -0.649
N 2.227 -1.723 9.691 -0.374
N 2.698 -1.049 7.664 -0.383
H 1.275 -1.414 9.559 0.177
H 2.472 -2.223 10.533 0.214
H 3.383 -0.935 6.931 0.207
H 1.707 -0.910 7.525 0.149
C -5.529 -4.856 3.331 0.634
O -5.932 -5.454 4.303 -0.667
N -4.444 -4.200 3.315 -0.359
N -6.070 -4.948 2.156 -0.400
H -3.947 -4.113 4.190 0.211
H -4.181 -3.578 2.565 0.181
H -6.896 -5.528 2.195 0.227
H -5.645 -4.686 1.278 0.174
C -1.791 7.294 -2.805 0.688
O -1.768 6.554 -3.737 -0.652
N -1.157 7.071 -1.696 -0.323
N -2.487 8.349 -2.655 -0.392
H -0.695 6.220 -1.408 0.184
H -1.220 7.871 -1.083 0.104
H -2.368 8.906 -1.821 0.169
H -3.105 8.466 -3.445 0.223
C 0.096 1.356 0.325 0.658
O 0.349 2.506 0.543 -0.677
N -0.101 0.512 1.296 -0.335
N -0.063 0.844 -0.852 -0.374
H -0.381 -0.450 1.171 0.118
H -0.074 0.806 2.262 0.197
H -0.462 -0.060 -1.064 0.183
H -0.333 1.518 -1.554 0.226
O -0.820 -3.937 0.683 -0.621
H -0.727 -4.888 0.723 0.302
H -0.886 -3.741 -0.252 0.314
O -0.630 5.352 5.608 -0.628
H -1.031 6.211 5.473 0.316
H -1.016 4.798 4.929 0.312
O -1.872 0.723 6.156 -0.628
H -2.710 1.064 6.469 0.316
H -1.914 -0.217 6.333 0.312
O 3.414 4.598 2.211 -0.644
H 3.772 3.743 2.450 0.308
H 2.589 4.398 1.770 0.337
O 3.114 3.994 -4.338 -0.630
H 2.971 4.887 -4.649 0.320
H 2.293 3.756 -3.906 0.310
O -3.300 -3.307 -2.537 -0.615
H -3.620 -2.900 -3.341 0.316
H -3.946 -3.984 -2.337 0.305
O -3.079 2.282 -4.129 -0.636
H -3.901 2.590 -3.746 0.310
H -2.884 2.916 -4.819 0.327
```

Summary:
E_HOMO: -9.8 eV
HOMO-LUMO gap: 9.44 eV

This record from the Open Molecules 2025 dataset describes a structure of composition C8H4BrF6FeNO8S3. The level of theory is the ωB97M-V functional and the def2-TZVPD basis.

Structure (XYZ):
```
32
Properties=species:S:1:pos:R:3:nbo_charge:R:1
Fe -0.159 -0.367 0.145 1.339
O -2.021 2.208 0.557 -0.982
S -0.641 2.074 0.169 2.537
O 0.052 3.297 -0.061 -0.937
O 0.101 1.136 1.173 -0.923
O -0.505 1.050 -0.996 -0.918
F 4.055 -0.785 2.409 -0.309
C 3.066 -0.230 1.711 0.718
F 3.136 1.086 1.820 -0.293
F 1.910 -0.662 2.227 -0.320
S 3.203 -0.736 -0.053 2.266
O 1.979 -0.325 -0.711 -0.968
O 4.441 -0.184 -0.487 -0.898
N 3.286 -2.311 0.071 -1.215
S 1.981 -3.174 0.152 2.272
O 0.724 -2.427 0.060 -1.011
O 2.060 -4.188 1.152 -0.903
C 2.003 -4.071 -1.441 0.716
F 3.023 -4.922 -1.478 -0.307
F 0.867 -4.758 -1.571 -0.312
F 2.107 -3.221 -2.455 -0.306
Br -5.905 -3.416 -0.196 0.018
C -4.239 -2.544 0.089 -0.074
C -4.170 -1.169 -0.012 -0.252
C -2.944 -0.535 0.172 -0.237
C -1.803 -1.289 0.446 -0.161
C -1.897 -2.676 0.571 -0.243
C -3.127 -3.303 0.390 -0.250
H -5.057 -0.591 -0.233 0.221
H -2.886 0.539 0.114 0.273
H -1.041 -3.279 0.810 0.238
H -3.206 -4.379 0.478 0.219
```

Summary:
E_HOMO (alpha / beta): -6.7 / -6.8 eV
Charge: -1
HOMO-LUMO gap (alpha / beta): 8.48 / 9.17 eV
ΔE to the lowest compared entry with this formula, charge and spin: 14.8 kcal per mole
Multiplicity: 2

This record from the Open Molecules 2025 dataset describes the molecule C8H4Cl2N2. The level of theory is the ωB97M-V functional and the def2-TZVPD basis.

Structure (XYZ):
```
16
Properties=species:S:1:pos:R:3:nbo_charge:R:1
C 1.027 1.393 -1.290 0.291
C -2.489 -0.494 1.013 0.177
C 0.229 -0.837 -1.153 -0.089
C -1.099 -0.873 -0.863 -0.251
C 0.495 -0.063 1.773 -0.040
C 1.375 0.112 0.895 -0.064
C 1.233 0.085 -0.577 -0.432
C -1.565 0.054 0.149 -0.105
N 1.011 2.288 -1.963 -0.295
N -3.185 -0.760 1.866 -0.235
Cl 3.132 0.525 1.368 -0.063
Cl -1.655 1.764 0.008 0.124
H 0.692 -1.466 -1.925 0.231
H -1.856 -1.621 -1.324 0.262
H 0.458 0.101 2.801 0.213
H 2.198 -0.207 -0.778 0.277
```

Summary:
E_HOMO (alpha / beta): -9.3 / -10.1 eV
HOMO-LUMO gap (alpha / beta): 7.44 / 8.07 eV
ΔE to the lowest compared entry with this formula, charge and spin: 35.3 kcal per mole

This record from the Open Molecules 2025 dataset describes the ion C8H4ClF3NO2 with charge -1. The level of theory is the ωB97M-V functional and the def2-TZVPD basis.

Structure (XYZ):
```
19
Properties=species:S:1:pos:R:3:nbo_charge:R:1
C 1.996 0.608 0.479 -0.148
C 0.828 1.008 1.083 -0.403
C 2.404 -0.331 -0.535 -0.321
C -0.562 1.027 0.828 -0.100
C 1.771 -2.988 -0.444 0.749
C 2.163 -1.640 -0.493 0.098
C -1.462 0.692 -0.187 -0.109
C -2.958 0.652 0.251 0.942
N -1.266 0.657 -1.474 -0.459
O 2.703 -2.685 -1.351 -0.499
O 1.154 -3.909 -0.045 -0.568
F -3.709 -0.304 -0.314 -0.340
F -3.226 0.414 1.553 -0.343
F -3.585 1.837 -0.113 -0.365
Cl -2.525 0.910 -2.531 0.091
H 2.944 1.166 0.817 0.164
H 1.241 1.700 1.951 0.189
H 3.203 -0.072 -1.255 0.216
H -1.115 1.257 1.778 0.205
```

Summary:
E_HOMO (alpha / beta): -1.2 / -5.2 eV
Charge: -1
HOMO-LUMO gap (alpha / beta): 4.71 / 7.37 eV
Multiplicity: 3

This record from the Open Molecules 2025 dataset describes the molecule C8H4FNO2S. The level of theory is the ωB97M-V functional and the def2-TZVPD basis.

Structure (XYZ):
```
17
Properties=species:S:1:pos:R:3:nbo_charge:R:1
O 0.920 -3.165 0.711 -0.497
C 1.000 -2.057 0.262 0.673
N 2.259 -1.498 -0.234 -0.688
C 2.085 -0.043 -0.259 0.677
O 2.946 0.779 -0.335 -0.480
C 0.558 0.231 -0.148 -0.122
C -0.150 -1.020 0.173 -0.145
C -1.579 -1.150 0.354 -0.159
C -2.370 0.087 0.229 -0.255
C -1.679 1.348 -0.057 0.413
F -2.425 2.494 -0.147 -0.311
C -0.226 1.453 -0.265 -0.191
S 0.622 3.024 -0.620 0.017
H 2.375 -1.742 -1.228 0.409
H -2.028 -2.137 0.587 0.252
H -3.476 0.036 0.377 0.250
H 1.168 3.360 0.600 0.156
```

Summary:
E_HOMO: -9.6 eV
HOMO-LUMO gap: 8.76 eV

This record from the Open Molecules 2025 dataset describes the molecule C8H4IN. The level of theory is the ωB97M-V functional and the def2-TZVPD basis.

Structure (XYZ):
```
14
Properties=species:S:1:pos:R:3:nbo_charge:R:1
C -2.217 2.586 -0.231 0.106
C -1.047 1.980 -0.329 -0.084
C -4.730 2.414 -0.450 0.198
C -1.872 -0.312 0.095 -0.390
C -3.434 2.658 -0.324 -0.101
C -0.700 0.742 -0.202 0.012
C -3.114 0.030 0.105 -0.148
C 0.654 0.227 -0.187 -0.643
N -5.755 1.898 -0.458 -0.304
I -4.939 -0.793 0.228 0.418
H -1.404 -1.124 0.438 0.244
H 0.887 -0.063 -1.235 0.234
H 0.828 -0.640 0.372 0.217
H 1.221 1.055 0.175 0.242
```

Summary:
E_HOMO (alpha / beta): -8.1 / -8.1 eV
HOMO-LUMO gap (alpha / beta): 6.34 / 6.34 eV

This record from the Open Molecules 2025 dataset describes the ion C8H4NO3PS2 with charge -2. The level of theory is the ωB97M-V functional and the def2-TZVPD basis.

Structure (XYZ):
```
19
Properties=species:S:1:pos:R:3:nbo_charge:R:1
O 5.076 0.851 1.659 -0.661
C 5.709 0.877 0.626 0.727
S 6.579 2.421 0.032 -0.832
O 6.299 0.124 -0.249 -0.829
P 5.964 -1.349 -1.206 1.408
O 6.721 -2.429 -0.530 -1.139
C 4.001 -0.876 -0.553 0.056
N 3.310 0.061 -0.862 -0.522
C 2.086 0.453 -0.270 0.100
C 1.428 1.720 -0.596 -0.192
C 0.134 1.658 -0.046 -0.266
C -0.337 0.473 0.631 -0.244
C 0.403 -0.603 1.018 -0.235
C 1.738 -0.512 0.689 -0.196
S 2.906 -1.751 1.035 0.002
H 1.806 2.581 -1.130 0.236
H -0.425 2.595 -0.182 0.192
H -1.428 0.447 0.760 0.182
H 0.092 -1.281 1.855 0.212
```

Summary:
E_HOMO: 0.7 eV
Charge: -2
HOMO-LUMO gap: 4.36 eV
ΔE to the lowest compared entry with this formula, charge and spin: 90.0 kcal per mole

This record from the Open Molecules 2025 dataset describes the ion C8H5N2 with charge +1. The level of theory is the ωB97M-V functional and the def2-TZVPD basis.

Structure (XYZ):
```
15
Properties=species:S:1:pos:R:3:nbo_charge:R:1
N 5.139 -0.332 -0.142 0.282
N 4.068 -0.159 0.067 0.105
C 2.855 0.025 0.212 -0.067
C 1.687 0.408 0.061 0.403
C 0.321 0.361 -0.081 -0.255
C -0.588 1.405 -0.164 -0.088
C -1.950 1.076 -0.174 -0.202
C -2.401 -0.183 0.021 -0.116
C -1.487 -1.239 0.201 -0.214
C -0.153 -1.005 0.108 -0.107
H -0.084 2.349 -0.219 0.244
H -2.817 1.822 -0.199 0.256
H -3.404 -0.332 -0.351 0.249
H -1.840 -2.294 0.526 0.260
H 0.654 -1.902 0.134 0.250
```

Summary:
E_HOMO: -13.8 eV
Charge: +1
HOMO-LUMO gap: 7.61 eV
ΔE to the lowest compared entry with this formula, charge and spin: 0.0 kcal per mole

This record from the Open Molecules 2025 dataset describes a structure of composition C8H5N2O5Pb. The level of theory is the ωB97M-V functional and the def2-TZVPD basis.

Structure (XYZ):
```
21
Properties=species:S:1:pos:R:3:nbo_charge:R:1
O -0.022 4.952 -5.369 -0.419
C -0.115 4.058 -4.644 0.428
Pb 0.170 0.687 -0.962 1.281
O -0.044 3.648 1.287 -0.215
C 0.033 2.740 0.588 0.559
C -0.251 -1.809 -1.692 0.445
O -0.449 -2.933 -1.950 -0.258
C 2.756 0.729 -1.049 0.498
O 3.897 0.816 -1.080 -0.233
C -2.426 0.685 -0.938 0.503
O -3.560 0.636 -0.878 -0.240
H 0.250 -0.119 -2.499 0.199
N -0.860 -1.738 1.261 -0.331
C -0.600 -2.316 2.455 0.094
C 0.511 -1.647 2.973 -0.257
C 0.871 -0.685 2.053 0.012
N 0.004 -0.753 0.996 -0.388
H -1.608 -1.999 0.619 0.447
H -1.224 -3.134 2.858 0.311
H 0.996 -1.852 3.902 0.309
H 1.672 0.034 2.069 0.254
```

Summary:
E_HOMO: -20.7 eV
Charge: +3
HOMO-LUMO gap: 4.45 eV

This record from the Open Molecules 2025 dataset describes a structure of composition C8H5N2O5Sc. The level of theory is the ωB97M-V functional and the def2-TZVPD basis.

Structure (XYZ):
```
21
Properties=species:S:1:pos:R:3:nbo_charge:R:1
O 0.603 0.568 -3.635 -0.426
C 0.926 0.948 -2.538 0.047
Sc 0.828 -0.140 -0.522 1.071
O 0.680 -2.652 -2.875 -0.276
C 0.713 -1.848 -2.051 0.520
C 1.825 -1.299 1.162 0.510
O 2.348 -1.869 2.016 -0.278
C 1.602 1.807 0.328 0.532
O 1.949 2.547 1.142 -0.285
C 3.049 -0.085 -0.962 0.504
O 4.195 -0.052 -1.098 -0.310
H 1.227 2.024 -2.332 0.133
N -3.100 -0.207 0.942 -0.455
C -2.598 0.159 2.183 -0.015
C -1.249 0.335 2.017 -0.077
N -0.945 0.037 0.687 -0.656
C -2.084 -0.269 0.064 0.220
H -4.078 -0.409 0.734 0.471
H -3.236 0.256 3.045 0.278
H -0.459 0.645 2.691 0.247
H -2.197 -0.495 -0.998 0.245
```

Summary:
E_HOMO (alpha / beta): -15.6 / -15.6 eV
Charge: +2
HOMO-LUMO gap (alpha / beta): 5.56 / 5.56 eV
ΔE to the lowest compared entry with this formula, charge and spin: 0.0 kcal per mole

This record from the Open Molecules 2025 dataset describes a cluster of 24 separate species, C8H62N6O25PS in total. The level of theory is the ωB97M-V functional and the def2-TZVPD basis.

Structure (XYZ):
```
103
Properties=species:S:1:pos:R:3:mulliken_charge:R:1
N 1.860 -1.173 -1.842 -0.508
C 2.285 0.143 -1.597 0.227
O 2.911 0.487 -0.614 -0.587
C 1.946 1.178 -2.661 -0.337
C 1.158 2.344 -2.067 -0.929
C -0.144 1.947 -1.521 0.550
N -0.418 1.464 -0.322 -0.428
C -1.719 1.277 -0.266 0.429
N -2.341 0.811 0.824 -0.026
P -1.390 0.423 2.226 0.148
S -2.519 -0.037 3.727 -0.541
N -2.301 1.624 -1.438 0.367
C -3.688 1.664 -1.931 -0.714
C -4.564 0.551 -1.393 -0.664
C -3.934 -0.835 -1.379 0.175
N -3.018 -1.264 -2.380 -0.442
O -4.268 -1.589 -0.489 -0.477
N -1.281 2.043 -2.208 -0.533
H 2.239 -1.767 -1.111 0.362
H 0.848 -1.195 -1.787 0.193
H 2.896 1.591 -2.969 0.359
H 1.506 0.756 -3.556 0.365
H 1.749 2.743 -1.252 0.381
H 0.995 3.077 -2.850 0.283
H -3.334 0.676 0.909 0.412
H -0.533 1.507 2.453 0.090
H -0.580 -0.668 1.881 0.128
H -4.093 2.653 -1.762 0.593
H -3.632 1.547 -3.009 0.364
H -4.939 0.780 -0.405 0.241
H -5.443 0.507 -2.030 0.551
H -3.461 -1.475 -3.263 0.304
H -2.231 -0.644 -2.496 0.168
H -1.289 2.396 -3.154 0.326
O 2.821 1.889 -5.523 -0.554
H 3.015 2.826 -5.414 0.298
H 3.605 1.534 -5.944 0.220
O -6.161 3.374 -0.951 -0.638
H -5.881 3.329 -0.030 0.326
H -6.715 2.595 -1.068 0.323
O 3.907 -0.651 -6.000 -0.547
H 3.774 -1.354 -6.646 0.303
H 3.384 -0.924 -5.241 0.208
O 5.525 -2.594 -7.655 -0.638
H 5.711 -1.656 -7.542 0.308
H 6.323 -2.937 -8.081 0.300
O -6.442 -2.101 1.621 -0.611
H -6.488 -2.906 2.150 0.370
H -5.663 -2.231 1.072 0.315
O -0.618 -2.616 5.447 -0.530
H -1.092 -1.922 4.979 0.172
H -1.059 -2.695 6.300 0.311
O -6.932 -3.129 4.501 -0.654
H -7.376 -2.430 4.007 0.342
H -7.392 -3.137 5.347 0.299
O -2.136 0.412 7.290 -0.637
H -2.064 1.298 7.659 0.325
H -1.700 0.481 6.431 0.245
O 8.466 -3.584 -7.350 -0.618
H 9.274 -4.094 -7.445 0.316
H 8.542 -3.195 -6.475 0.309
O -3.682 2.933 5.468 -0.640
H -4.593 2.626 5.493 0.304
H -3.186 2.174 5.140 0.285
O 3.847 4.122 -1.620 -0.610
H 4.656 3.606 -1.702 0.319
H 3.905 4.519 -0.741 0.305
O 4.801 1.987 -7.920 -0.609
H 4.682 1.169 -7.424 0.350
H 5.602 1.828 -8.429 0.313
O 2.649 -1.117 -9.160 -0.614
H 1.931 -1.702 -9.420 0.304
H 3.365 -1.722 -8.926 0.347
O -2.877 -2.919 1.818 -0.582
H -3.196 -2.257 1.198 0.341
H -2.672 -2.425 2.621 0.355
O 0.339 0.799 5.133 -0.279
H 0.494 1.744 5.281 0.195
H 1.128 0.506 4.670 0.210
O 1.975 -2.533 3.421 -0.641
H 1.561 -2.394 4.280 0.308
H 2.132 -3.482 3.392 0.318
O 2.561 5.623 0.492 -0.621
H 1.957 5.761 1.227 0.288
H 2.303 6.288 -0.155 0.316
O 2.458 2.309 3.954 -0.490
H 2.600 3.246 4.109 0.252
H 3.247 2.017 3.484 0.264
O 1.389 0.249 8.143 -0.603
H 0.475 -0.056 8.114 0.317
H 1.897 -0.501 7.821 0.301
O 0.609 3.768 5.396 -0.547
H 0.305 4.462 4.804 0.256
H 0.830 4.231 6.212 0.274
O 9.227 -5.741 -5.775 -0.639
H 8.309 -6.027 -5.800 0.330
H 9.729 -6.520 -6.035 0.316
O 1.406 -4.417 6.862 -0.620
H 0.876 -3.738 6.428 0.317
H 1.010 -4.524 7.730 0.312
O -9.849 -3.314 4.995 -0.627
H -10.759 -3.624 5.030 0.299
H -9.347 -4.075 4.683 0.334
```

Summary:
E_HOMO: -11.9 eV
Charge: +1
HOMO-LUMO gap: 8.91 eV